Entry 1:
{"formula": "C2H12ClN2Ti", "method": "the ωB97M-V functional and the def2-TZVPD basis", "multiplicity": 3, "charge": -1, "relative_energy_kj_mol": 22.0, "gap_ha": [0.1061, 0.1137], "elements": ["Ti", "Cl", "N", "N", "C", "C", "H", "H", "H", "H", "H", "H", "H", "H", "H", "H", "H", "H"], "positions_angstrom": [[0.0000, 0.0000, 0.0000], [2.3527, 1.9486, -1.1276], [-0.8496, 1.8769, 0.1057], [-1.3924, -0.7713, -1.6074], [1.9845, 0.2364, -0.8206], [1.0786, -2.7859, 0.4289], [-1.8067, 1.9541, -0.2649], [-0.8766, 2.2047, 1.0830], [-2.3860, -0.7975, -1.3388], [0.3964, -2.0436, 0.8674], [-1.3432, -0.2205, -2.4761], [1.7815, -3.1943, 1.1687], [-1.1668, -1.7363, -1.8851], [2.0539, -0.3237, -1.7756], [2.7289, -0.1645, -0.1025], [-0.2713, 2.5523, -0.4152], [1.6609, -2.3335, -0.3948], [0.3970, -3.7212, 0.2420]], "mulliken_spin": [2.1565, 0.0153, -0.1535, -0.1120, -0.1083, -0.0242, 0.0615, 0.0252, 0.0171, 0.0023, 0.0501, 0.0161, -0.0287, 0.0286, 0.0156, 0.0304, -0.0034, 0.0112]}

=====

Entry 2:
{"formula": "C3H7N3O", "method": "the ωB97M-V functional and the def2-TZVPD basis", "charge": 0, "relative_energy_kj_mol": 405.9, "gap_ha": 0.3660, "elements": ["O", "N", "N", "N", "C", "C", "C", "H", "H", "H", "H", "H", "H", "H"], "positions_angstrom": [[-0.3245, -0.5299, -1.6779], [0.4765, 0.0957, 0.8994], [-0.7661, 0.5779, 0.4462], [-1.3122, -1.6141, -0.3634], [-0.3104, -1.8447, -1.2597], [1.6294, 0.7898, 0.3531], [-1.2681, -0.2000, -0.6220], [2.5373, 0.3204, 0.7431], [-1.4791, -2.0803, 0.5157], [1.6260, 0.6791, -0.7332], [0.4707, 0.1168, 1.9104], [-0.7552, 1.5695, 0.2089], [-2.1780, 0.2561, -1.0265], [1.6537, 1.8635, 0.6059]], "mulliken_charge": [-0.2346, -0.2673, -0.3650, -0.1939, -0.2680, -0.8286, 0.1812, 0.2950, 0.2513, 0.2993, 0.2251, 0.2727, 0.3230, 0.3099]}

=====

Entry 3:
{"formula": "C28H66O12", "method": "the ωB97M-V functional and the def2-TZVPD basis", "smiles": "C1CCOC1.C1CCOC1.C1CCOC1.C1CCOC1.C1CCOC1.C1CCOC1.C1CCOC1.O.O.O.O.O", "charge": 0, "relative_energy_kj_mol": 246.1, "gap_ha": 0.3507, "elements": ["O", "O", "O", "O", "O", "O", "O", "O", "O", "O", "O", "O", "C", "C", "C", "C", "C", "C", "C", "C", "C", "C", "C", "C", "C", "C", "C", "C", "C", "C", "C", "C", "C", "C", "C", "C", "C", "C", "C", "C", "H", "H", "H", "H", "H", "H", "H", "H", "H", "H", "H", "H", "H", "H", "H", "H", "H", "H", "H", "H", "H", "H", "H", "H", "H", "H", "H", "H", "H", "H", "H", "H", "H", "H", "H", "H", "H", "H", "H", "H", "H", "H", "H", "H", "H", "H", "H", "H", "H", "H", "H", "H", "H", "H", "H", "H", "H", "H", "H", "H", "H", "H", "H", "H", "H", "H"], "positions_angstrom": [[-8.1312, -23.2248, 13.0258], [-4.3583, -20.4653, 17.6258], [1.5125, -19.0264, 17.1289], [-1.9716, -16.6864, 16.2342], [-4.2043, -21.4823, 8.6464], [-8.9675, -15.8228, 13.5364], [-2.0625, -16.8582, 10.5101], [-8.9736, -17.8479, 8.5357], [-6.4815, -21.6439, 10.5355], [-3.2771, -18.8574, 12.1550], [-3.5531, -24.7132, 9.1107], [-2.6854, -19.2727, 9.1961], [-4.5046, -24.6147, 10.1426], [-4.0764, -19.0783, 19.5416], [-2.4654, -17.1508, 14.9573], [-2.5334, -19.9686, 12.2800], [-6.7966, -18.2560, 9.2981], [-8.7433, -16.9359, 9.6464], [-7.8680, -18.7264, 8.3611], [-3.8952, -20.5127, 19.0564], [-7.2137, -15.0558, 14.7844], [-3.0462, -15.9804, 14.1904], [0.6578, -19.7289, 18.0035], [-7.1759, -16.8820, 9.6450], [0.2955, -20.4860, 15.7883], [1.5231, -19.5410, 15.8091], [-4.4814, -20.3132, 13.6320], [-3.0729, -20.7942, 13.4871], [-3.0491, -15.7413, 16.6628], [-2.4637, -24.5962, 11.2156], [-4.5794, -19.3226, 12.4026], [-2.2869, -24.7944, 9.7331], [-3.3223, -14.9892, 15.2912], [-5.2982, -18.7097, 18.7740], [-8.6943, -14.9499, 14.6429], [-8.2538, -16.9834, 13.6483], [-5.3531, -19.4637, 17.4336], [-7.0118, -16.5841, 14.5132], [-3.8164, -23.9408, 11.2846], [-0.5402, -20.2181, 17.0452], [-7.1855, -22.1688, 10.1545], [-2.7339, -15.0473, 17.4419], [1.3827, -18.8064, 15.0161], [-6.7608, -14.5131, 13.9547], [-8.1170, -17.4506, 12.6731], [-6.3474, -19.8617, 17.2310], [-9.2518, -15.9719, 9.6644], [-6.8988, -16.2343, 8.8134], [-3.8608, -16.2961, 13.5386], [-1.8286, -19.4045, 9.6021], [-5.7711, -18.3317, 8.9364], [-3.0366, -21.8834, 13.4674], [0.5974, -21.5324, 15.8339], [-3.5634, -20.8124, 8.8842], [1.2199, -20.5663, 18.4171], [-9.0135, -13.9263, 14.4468], [-9.1715, -17.3634, 10.5531], [-8.1602, -19.7544, 8.5754], [-7.5531, -18.5487, 7.3328], [-6.1722, -18.9125, 19.3930], [-1.6397, -24.0635, 11.6905], [-3.2163, -18.5191, 19.1733], [-1.2271, -19.3820, 16.9139], [-2.3632, -25.6058, 11.6140], [2.3093, -20.2911, 15.7230], [-2.3192, -15.5597, 13.4958], [-6.1134, -16.8331, 13.9483], [-5.8395, -21.5559, 9.8310], [-4.3510, -14.6318, 15.2434], [0.3780, -18.9351, 18.6961], [-6.8546, -16.5084, 10.6172], [-1.6046, -25.6287, 9.5703], [-5.2913, -18.5001, 12.4716], [-1.2768, -17.4048, 10.5179], [-2.6644, -17.2945, 11.1132], [-5.3455, -24.0332, 9.7647], [-4.4789, -19.6763, 14.5166], [-5.1438, -17.6456, 18.5953], [-6.8928, -14.7138, 15.7683], [-0.2874, -20.2278, 14.9042], [-3.1010, -18.5938, 9.7277], [-1.7870, -23.8714, 9.4394], [-8.8071, -17.7372, 14.2083], [-0.9874, -21.0946, 17.5142], [-4.8713, -25.5668, 10.5263], [-4.1055, -18.9206, 20.6197], [-7.0534, -17.2248, 15.3940], [-7.6330, -22.5613, 12.5486], [-2.3333, -20.6015, 14.2642], [-4.4992, -21.2468, 19.5895], [-3.8393, -22.8533, 11.2142], [-4.4624, -24.1140, 12.1453], [-5.2639, -21.0714, 13.6026], [-1.7342, -17.6623, 14.3314], [-3.2268, -17.8739, 15.2496], [-9.3382, -15.4107, 15.3920], [-6.8414, -18.8478, 10.2124], [-3.7363, -22.0583, 8.0419], [-4.9250, -18.8819, 16.6172], [-2.4916, -20.6454, 11.4266], [-4.9672, -19.8252, 11.5166], [-3.9209, -16.3180, 16.9718], [-2.6308, -14.1492, 15.3582], [-2.8954, -20.9441, 19.1050], [-9.0206, -22.8733, 13.0675], [-1.4674, -19.8459, 12.4713]], "mulliken_charge": [-0.6419, -0.4523, -0.4330, -0.4916, -0.5877, -0.4742, -0.6792, -0.4768, -0.4053, 0.2465, -0.4250, -0.6810, -0.4979, -0.3332, 0.8669, -0.9371, 0.5496, -0.3696, -0.5724, -0.5352, -0.5829, -0.0494, -0.5416, -0.6423, 0.1880, -0.5100, 0.9055, 0.2157, -0.1353, -0.7303, 0.4617, -0.4328, -0.5818, -0.6860, -0.6166, -0.3252, 0.6898, 1.2125, 0.3979, 0.1938, 0.2915, 0.4610, 0.3615, 0.3055, -0.0365, 0.3748, 0.3976, 0.3758, -0.0194, 0.3313, 0.3091, 0.3480, 0.4301, 0.3663, 0.3094, 0.3487, 0.1615, 0.2042, 0.3075, 0.3502, 0.3435, 0.1119, -0.2577, 0.2876, 0.3034, 0.2872, -0.8909, 0.1234, 0.1359, 0.2997, 0.2294, 0.3494, -0.1301, 0.3674, 0.2827, 0.1732, -0.9919, 0.2786, 0.3769, -0.6667, 0.1900, 0.2194, 0.3193, 0.2868, 0.3630, 0.3948, 0.0267, 0.3122, -0.6605, 0.2826, -0.4555, 0.4353, 0.6001, 0.3091, -0.9282, 0.3107, -0.3777, 0.2835, -0.7454, 0.1852, -0.7561, -0.1649, 0.2865, 0.2722, 0.2913, 0.6281]}

=====

Entry 4:
{"formula": "C15H23ORe", "method": "the ωB97M-V functional and the def2-TZVPD basis", "multiplicity": 4, "charge": 1, "gap_ha": [0.2547, 0.2634], "elements": ["Re", "O", "C", "C", "C", "C", "C", "C", "C", "C", "C", "C", "C", "C", "C", "C", "C", "H", "H", "H", "H", "H", "H", "H", "H", "H", "H", "H", "H", "H", "H", "H", "H", "H", "H", "H", "H", "H", "H", "H"], "positions_angstrom": [[0.2675, -0.1473, 0.8243], [-0.4214, -2.2422, -0.0175], [2.3171, 0.4896, 1.3577], [2.1302, -1.7317, 0.6875], [-1.7233, 0.8660, -1.8514], [0.5413, 0.4684, -2.7596], [-1.4313, -0.6044, 2.1878], [-0.0798, 1.2714, 2.3251], [-0.3313, -0.0322, 2.8836], [-0.2549, 1.1273, -1.6468], [-1.7163, -2.8780, 0.1517], [2.1114, -0.9081, -0.4907], [2.2312, 0.4702, -0.0722], [2.2210, -0.8852, 1.8280], [-1.0213, 1.4843, 1.2676], [-1.8467, 0.3139, 1.1679], [0.0534, 2.6255, -1.6185], [-1.9370, -0.2090, -1.8106], [1.0971, 2.8292, -1.3505], [-0.5616, 3.1793, -0.8979], [0.2185, 0.8700, -3.7508], [2.0790, -1.2606, -1.5183], [-2.0368, 1.2432, -2.8439], [-1.1927, 2.4143, 0.7403], [-2.4660, -2.1437, -0.1642], [0.2299, -2.9167, -0.2874], [2.3504, 1.3248, -0.7278], [-1.7580, -3.7767, -0.4858], [2.5385, 1.3573, 1.9626], [-0.1347, 3.0591, -2.6289], [-1.9175, -1.5466, 2.4216], [0.3844, -0.6187, -2.7606], [-2.3491, 1.3618, -1.1047], [2.1652, -2.8158, 0.7070], [1.6247, 0.6362, -2.6786], [2.3261, -1.2164, 2.8570], [0.1901, -0.5042, 3.7110], [-1.8454, -3.1433, 1.2105], [0.6514, 1.9974, 2.6650], [-2.7033, 0.1915, 0.5107]], "mulliken_spin": [1.7186, 0.0486, 0.0082, 0.1312, -0.0108, 0.0062, 0.0693, -0.0087, -0.0233, 0.7137, 0.0023, 0.1710, -0.0204, -0.0219, -0.0679, 0.1297, 0.0429, -0.0013, 0.0009, 0.0006, 0.0141, 0.0267, 0.0198, -0.0025, 0.0054, -0.0107, -0.0047, 0.0005, 0.0066, 0.0053, 0.0110, 0.0025, 0.0021, 0.0080, 0.0042, -0.0019, -0.0052, 0.0004, -0.0027, 0.0321]}

=====

Entry 5:
{"formula": "C29H31AsFN7O8P2S4Ta", "method": "the ωB97M-V functional and the def2-TZVPD basis", "charge": -1, "relative_energy_kj_mol": 2.7, "gap_ha": 0.2266, "elements": ["Ta", "As", "S", "S", "S", "S", "P", "P", "F", "O", "O", "O", "O", "O", "O", "O", "O", "N", "N", "N", "N", "N", "N", "N", "C", "C", "C", "C", "C", "C", "C", "C", "C", "C", "C", "C", "C", "C", "C", "C", "C", "C", "C", "C", "C", "C", "C", "C", "C", "C", "C", "C", "C", "H", "H", "H", "H", "H", "H", "H", "H", "H", "H", "H", "H", "H", "H", "H", "H", "H", "H", "H", "H", "H", "H", "H", "H", "H", "H", "H", "H", "H", "H", "H"], "positions_angstrom": [[-0.6923, -1.0343, 0.1709], [-3.2186, 1.0585, 0.6676], [-1.4440, 0.4173, 1.9644], [-2.8467, -0.7054, -0.8327], [-4.9968, 0.8469, 1.6872], [-2.7502, 2.7983, -0.3702], [0.0983, -3.8934, 1.5587], [1.3290, -2.9740, -1.2955], [-1.9114, 3.3756, -7.4701], [-1.4897, 5.6041, 1.8443], [1.0629, -1.2909, 1.0904], [-0.9976, -2.9666, 1.0248], [-0.5629, -5.3857, 1.5341], [1.4428, -4.0984, -2.4965], [0.7725, -3.6365, 2.8373], [2.5256, -2.1269, -1.3359], [-0.0903, -2.4469, -1.4046], [0.4780, 0.4129, -0.6886], [-2.8080, -4.8620, 2.9726], [4.3273, 3.1575, 0.6745], [-3.9151, -2.3403, 2.6915], [3.8286, 4.2786, 0.8329], [-1.5023, -4.1034, 4.7426], [1.0302, -5.5733, -0.4167], [-0.4765, 1.1636, -4.3019], [-3.7537, -4.6009, 2.0550], [-4.3046, -3.3549, 1.9081], [-1.7760, 1.6710, -4.2835], [-2.2651, 2.4181, -5.3451], [0.5680, 5.9720, 0.8054], [3.5091, 1.9771, 0.7375], [0.3517, 4.0931, 2.2923], [-0.2134, 5.1998, 1.6652], [0.0336, 0.3758, -3.1242], [-1.4393, 2.6491, -6.4259], [1.0912, 2.3889, -2.0662], [1.6310, 0.6841, 0.0357], [2.4462, 4.4954, 1.1593], [0.1403, 1.2452, -1.8574], [1.6693, 3.7469, 2.0379], [3.8289, 1.0236, 1.6940], [2.4453, 1.7944, -0.1508], [2.7497, -4.2338, 0.7483], [-2.4514, -3.8641, 3.7703], [0.3253, 1.4276, -5.4058], [1.3393, -4.1767, 0.1625], [-3.0224, -2.5868, 3.6141], [-0.1488, 2.1711, -6.4818], [-2.3045, 4.8282, 2.7160], [1.8852, 5.6324, 0.5784], [3.0280, -0.1034, 1.8510], [2.1187, 2.6726, -1.2731], [1.9293, -0.2488, 1.0297], [-2.4081, 3.8085, 2.3459], [-1.8988, 4.8320, 3.7315], [-4.0309, -5.4204, 1.4019], [2.7912, -4.8992, 1.6122], [3.2275, -0.8529, 2.6061], [1.0079, -0.0734, -3.3343], [-3.2804, 5.3059, 2.7119], [-0.6625, -0.4377, -2.9152], [0.9138, -5.5117, -1.4322], [-2.6873, -1.7554, 4.2259], [1.3420, 1.0524, -5.4241], [2.7539, 3.5246, -1.4798], [-1.3939, -5.4247, 2.0810], [2.5074, 6.2358, -0.0714], [4.6845, 1.1986, 2.3338], [-0.8493, 1.6781, -1.6656], [0.1185, 6.8351, 0.3321], [-0.8824, -3.3193, 4.8913], [-0.9671, -4.9405, 4.5644], [0.1934, -5.9401, 0.0632], [3.4740, -4.5407, -0.0109], [-5.0316, -3.1349, 1.1373], [0.4668, 2.3825, -7.3459], [-0.2335, 3.4656, 2.9485], [2.0727, 2.8739, 2.5313], [-3.2694, 2.8200, -5.3389], [2.1196, -3.8061, -3.1242], [0.8876, 3.0083, -2.9319], [3.0244, -3.2341, 1.0778], [-2.4075, 1.4917, -3.4198], [1.8138, -6.1945, -0.2296]], "mulliken_charge": [1.0856, 0.5471, -0.5766, -0.4864, -0.4414, -0.4421, 0.9423, 1.9439, -0.3486, -0.4413, 0.1026, -0.7933, -0.8187, -0.7059, -0.8381, -0.9082, -1.0447, 0.6756, -0.6856, -0.7442, -0.2190, -0.3566, -0.5408, -0.0231, 0.0243, -0.2175, -0.3125, -0.1038, -0.8257, -0.8374, 0.3406, 0.0183, 0.8052, -0.5615, 0.4720, -1.1089, 0.1599, -0.1954, 1.2163, -0.2849, -0.8133, 1.0891, -1.8415, 0.4562, -0.1318, 0.1909, -0.3143, -0.7396, -0.5798, -0.0922, -0.7580, -1.4594, 0.0921, 0.0759, 0.3552, 0.4193, 0.4764, 0.5637, 0.2091, 0.1985, 0.4418, 0.4048, 0.3461, 0.3966, 0.5324, 0.5208, 0.4248, 0.3689, -0.9759, 0.4064, 0.2686, 0.3521, 0.3321, 0.5532, 0.3942, 0.4190, 0.2988, 0.4191, 0.4606, 0.3562, 0.6115, 0.1540, 0.3067, 0.3390]}